# 1
Below is a 13-piece molecular cluster, C52H104O39 overall in a non-equilibrium geometry, with properties calculated with wB97M-V/def2-TZVPD.

```
195
Properties=species:S:1:pos:R:3
C 3.34459 0.23239 -8.16165
C 4.16906 -0.00899 -6.92834
O 3.92872 1.03769 -6.05736
C 2.89554 1.00287 -5.17861
O 2.15096 0.07182 -5.01125
O 2.85991 2.15869 -4.59224
C 1.83111 2.58865 -3.64652
H 2.30116 -0.07157 -8.07826
H 3.69147 -0.53147 -8.85755
H 3.47818 1.16802 -8.70467
H 5.22131 -0.00749 -7.21270
H 3.83616 -0.93732 -6.46414
H 0.90080 2.27322 -4.11888
H 1.72535 3.66914 -3.54930
H 1.83669 2.07425 -2.68555
C 4.39022 -4.70909 2.07464
C 4.30763 -4.05874 0.66990
O 3.76137 -2.73116 0.70901
C 4.49969 -1.71973 1.18860
O 5.70451 -1.81192 1.55632
O 3.71771 -0.56684 1.18303
C 4.33439 0.71798 1.52415
H 3.37141 -4.75879 2.45890
H 5.01823 -4.06323 2.68830
H 4.79638 -5.71899 2.13161
H 3.53323 -4.61176 0.13832
H 5.19579 -3.99698 0.04103
H 5.39997 0.89491 1.37810
H 3.99517 1.03818 2.50930
H 3.82929 1.38142 0.82214
C 1.57793 9.58204 1.59677
C 2.63989 8.49276 1.51464
O 2.03815 7.25427 1.30874
C 2.83290 6.23550 1.11186
O 4.04374 6.25388 1.14599
O 2.08084 5.13188 1.03277
C 2.70513 3.86072 0.86926
H 1.16378 9.91902 0.64649
H 2.00360 10.50899 1.98105
H 0.70404 9.40763 2.22447
H 3.24412 8.36833 2.41326
H 3.20276 8.75933 0.62010
H 2.02880 3.07747 1.21159
H 3.62440 3.72112 1.43808
H 2.98354 3.73458 -0.17701
C -0.70875 4.64046 -2.12636
C -2.21115 4.73181 -1.84558
O -2.88086 4.67253 -3.08651
C -4.06688 4.01444 -3.30532
O -4.77928 3.53907 -2.43317
O -4.20969 3.88656 -4.62296
C -5.32608 3.23780 -5.16645
H -0.41116 5.44721 -2.79621
H -0.54692 3.65847 -2.57087
H -0.10737 4.63696 -1.21728
H -2.52398 5.61061 -1.28169
H -2.44510 3.89318 -1.18981
H -5.07180 2.89312 -6.16876
H -6.13595 3.95581 -5.29557
H -5.78012 2.41251 -4.61797
C -3.20870 4.04286 5.25992
C -4.21618 4.01698 6.40841
O -4.63047 5.32936 6.72866
C -3.94960 6.06873 7.63626
O -2.88028 5.69164 8.15289
O -4.62762 7.25871 7.82969
C -4.03984 8.28832 8.68752
H -3.65520 4.19726 4.27762
H -2.75748 3.09020 4.98251
H -2.53791 4.89795 5.34331
H -3.67837 3.58258 7.25113
H -5.11122 3.45771 6.13596
H -4.03398 7.94471 9.72192
H -4.63219 9.19602 8.57208
H -3.03905 8.53657 8.33414
C -0.28479 -7.16748 0.30805
C 0.97328 -6.41714 0.74474
O 2.00136 -7.34678 1.15859
C 3.11408 -7.48194 0.38031
O 3.21005 -7.02333 -0.76902
O 4.05572 -8.20168 1.01684
C 5.37475 -8.33422 0.45988
H -0.11397 -7.72607 -0.61223
H -1.05899 -6.41375 0.16454
H -0.73829 -7.85037 1.02645
H 0.77375 -5.86194 1.66128
H 1.31388 -5.74481 -0.04271
H 6.04084 -8.75658 1.21223
H 5.72620 -7.37872 0.07053
H 5.29919 -8.92055 -0.45588
C 0.77435 -2.31270 -1.47683
C 1.01775 -0.85279 -1.32969
O 0.23095 -0.40828 -0.27691
C 0.16556 0.89948 0.04475
O 0.60003 1.87358 -0.59918
O -0.46838 0.99734 1.24709
C -0.71142 2.30883 1.80389
H 1.53012 -2.64195 -2.18993
H -0.23013 -2.60941 -1.77863
H 1.01111 -2.81446 -0.53859
H 0.90657 -0.22341 -2.21265
H 2.07677 -0.77783 -1.08279
H 0.10258 2.82974 2.30803
H -1.58503 2.13352 2.43173
H -1.04282 2.92373 0.96713
C -2.46307 0.20983 -2.44255
C -3.65006 -0.26856 -1.63504
O -3.38307 -0.85418 -0.36699
C -3.10551 -2.16689 -0.26424
O -3.03969 -3.05363 -1.13180
O -2.92640 -2.37663 1.06455
C -2.74477 -3.68129 1.51705
H -1.69614 -0.54976 -2.59406
H -1.93139 0.99479 -1.90472
H -2.67994 0.65038 -3.41568
H -4.26027 -1.04359 -2.09878
H -4.31132 0.59139 -1.52861
H -1.92717 -4.12134 0.94610
H -3.61042 -4.32225 1.34998
H -2.50719 -3.58596 2.57657
C -0.98904 -1.10098 4.30831
C -0.07349 -2.29605 4.50522
O -0.59806 -3.34752 5.29268
C -0.81830 -4.54088 4.77389
O -0.38028 -4.95380 3.75097
O -1.48867 -5.25738 5.68350
C -1.76514 -6.67813 5.52536
H -1.13863 -0.51745 5.21672
H -1.98817 -1.38165 3.97505
H -0.62294 -0.45927 3.50689
H 0.82527 -1.96649 5.02647
H 0.25482 -2.76694 3.57862
H -2.50732 -6.94787 4.77402
H -2.17604 -6.88277 6.51398
H -0.87679 -7.27070 5.30676
C 1.61560 -5.04433 -10.21742
C 3.02541 -5.16978 -9.62903
O 2.95653 -5.21537 -8.26652
C 3.12481 -4.11348 -7.49726
O 3.68865 -3.07212 -7.89211
O 2.60512 -4.33156 -6.34610
C 2.67051 -3.40974 -5.22177
H 1.19528 -4.11715 -9.82782
H 0.91172 -5.74627 -9.77027
H 1.51712 -4.97395 -11.30067
H 3.71609 -4.42565 -10.02569
H 3.41297 -6.17598 -9.78863
H 2.30417 -3.84375 -4.29143
H 1.96601 -2.59537 -5.39084
H 3.68285 -3.05651 -5.02554
C -6.23533 5.19168 0.64391
C -4.77595 4.95374 0.96322
O -4.24862 6.03771 1.76461
C -2.98495 6.04366 2.08382
O -2.18517 5.23734 1.65135
O -2.78655 6.89104 3.08592
C -1.48334 6.98232 3.66833
H -6.35288 6.18025 0.20002
H -6.98240 5.05703 1.42613
H -6.52502 4.53288 -0.17471
H -4.15236 4.98491 0.06977
H -4.65102 3.97697 1.43057
H -0.93162 6.16326 4.12970
H -1.47447 7.88284 4.28239
H -0.83916 7.18229 2.81210
C 0.03755 -5.80990 -3.29243
C -1.24739 -6.31546 -3.97635
O -0.80018 -6.59082 -5.31420
C -1.64018 -6.50474 -6.32423
O -2.82950 -6.19002 -6.31647
O -1.00191 -6.76209 -7.46191
C -1.60928 -6.63574 -8.71334
H 0.55236 -5.01021 -3.82496
H 0.76788 -6.59792 -3.10879
H -0.29393 -5.37216 -2.35083
H -1.92782 -5.46462 -4.01049
H -1.79345 -7.12262 -3.48807
H -2.16734 -5.70291 -8.79401
H -2.30419 -7.41147 -9.03495
H -0.79766 -6.70186 -9.43791
C -0.13431 2.99530 9.07155
C -0.32485 1.69290 8.37415
O -0.15224 1.79991 6.95973
C 1.04564 1.83028 6.38902
O 2.09007 2.13834 7.04038
O 0.87455 1.55737 5.09916
C 2.04551 1.50560 4.29782
H -0.88614 3.73229 8.78925
H 0.79242 3.39389 8.65879
H -0.20701 2.89392 10.15440
H -1.36286 1.37791 8.48111
H 0.34317 0.87971 8.65800
H 1.91180 0.60592 3.69714
H 2.95413 1.60928 4.89091
H 2.09880 2.27577 3.52833
```

Total charge: 0
ΔE to the lowest compared entry with this formula, charge and spin, kJ/mol: 429.6
2S+1: 1

# 2
Below is a 4-piece molecular cluster, C28H67IN10O8P3 overall in a non-equilibrium geometry, with properties calculated with wB97M-V/def2-TZVPD.

```
117
Properties=species:S:1:pos:R:3
O 7.59464 -0.36750 -0.27193
C 7.65462 -0.04041 -1.42147
O 8.72150 -0.48447 -2.19212
C 6.53527 0.91293 -1.92025
C 5.29475 0.34531 -2.45482
I 4.92705 -1.76549 -2.62217
C 4.25475 1.27468 -2.86770
N 4.38521 2.64224 -2.77036
C 3.30015 3.59194 -3.15531
C 1.85420 3.01504 -2.85952
C 1.67398 2.52321 -1.35487
O 1.26138 1.12506 -1.34828
C 5.55718 3.21680 -2.30016
C 6.67355 2.38828 -1.85282
C 8.01430 2.96502 -1.27339
O 7.85104 3.07820 0.15059
O 7.54052 4.37456 0.52324
H 8.43538 -1.35599 -2.54382
H 3.29947 0.87691 -3.28580
H 3.40374 4.48562 -2.47312
H 3.40298 3.99410 -4.19520
H 1.11826 3.83743 -3.05599
H 1.61443 2.13703 -3.52229
H 0.85021 3.09831 -0.87338
H 2.62690 2.61559 -0.75212
H 2.02886 0.54301 -1.23182
H 5.69136 4.32041 -2.24587
H 8.85348 2.22540 -1.42238
H 8.33395 3.92105 -1.75993
H 7.05024 4.83788 -0.18401
O -1.88977 4.72017 -2.79108
P -3.25806 4.09580 -2.51582
N -2.68940 2.45535 -2.69166
C -3.46072 1.30733 -3.13954
C -1.79488 2.02234 -1.61890
N -3.91196 4.63479 -4.03761
C -4.29676 3.73327 -5.10896
C -3.26837 5.79968 -4.64946
N -4.86240 3.49965 -2.05962
C -6.01095 4.38579 -2.35600
C -4.92385 3.31504 -0.58262
H -4.23420 1.00016 -2.42524
H -2.79937 0.44923 -3.28789
H -3.92557 1.46179 -4.10693
H -2.34946 1.72112 -0.71989
H -1.09599 2.80615 -1.33230
H -1.19611 1.16455 -1.93369
H -3.43745 3.19726 -5.52896
H -4.78013 4.28457 -5.92189
H -5.05704 3.02139 -4.78244
H -2.33506 5.52600 -5.15721
H -3.04891 6.56605 -3.90691
H -3.92776 6.26601 -5.38715
H -5.85809 5.39521 -1.96519
H -6.92547 3.98187 -1.90909
H -6.23282 4.45764 -3.41678
H -4.76315 4.26249 -0.05944
H -4.16951 2.61247 -0.22809
H -5.88697 2.90626 -0.27137
O -7.06028 1.22669 1.71642
P -7.92940 -0.02110 1.53134
N -8.73131 0.17293 3.06956
C -9.25253 -0.88552 3.92007
C -9.66181 1.30326 3.11817
N -6.55531 -1.07172 1.76561
C -6.39560 -1.93954 2.91908
C -5.24082 -0.50684 1.45372
N -8.92090 -1.45444 1.19640
C -8.33207 -2.48170 0.30720
C -10.16540 -1.04429 0.49066
H -10.12208 -1.39761 3.49064
H -9.56521 -0.46997 4.88138
H -8.50621 -1.62854 4.17619
H -10.63004 1.05902 2.66049
H -9.25984 2.17878 2.60817
H -9.85780 1.60018 4.15182
H -6.27583 -1.37388 3.85012
H -5.51699 -2.58216 2.79955
H -7.22623 -2.64097 3.01311
H -4.87515 0.13783 2.26263
H -5.26812 0.07343 0.53113
H -4.50337 -1.30003 1.29661
H -7.96653 -2.04956 -0.62847
H -9.07943 -3.24392 0.06186
H -7.52019 -3.03379 0.77125
H -9.93911 -0.57088 -0.46976
H -10.74873 -0.33548 1.07844
H -10.81535 -1.90223 0.31079
O 4.99627 -5.50186 1.57764
P 5.94255 -4.83610 2.57138
N 7.14866 -4.45228 1.36735
C 8.58198 -4.32767 1.57923
C 6.73101 -3.42493 0.41687
N 6.36000 -6.34596 3.32864
C 7.68544 -6.93699 3.26286
C 5.38391 -7.43198 3.20173
N 6.88995 -3.98030 3.80211
C 6.72963 -4.43435 5.20235
C 6.48013 -2.55048 3.83983
H 8.85610 -3.45508 2.18428
H 9.09350 -4.22729 0.61784
H 9.02092 -5.21120 2.02853
H 6.84086 -2.41409 0.82887
H 5.69061 -3.55426 0.11521
H 7.33500 -3.47059 -0.49639
H 7.95722 -7.23331 2.24324
H 7.74302 -7.82605 3.89875
H 8.44530 -6.26847 3.67219
H 5.44421 -7.91704 2.22022
H 4.36722 -7.06949 3.34895
H 5.55146 -8.19684 3.96544
H 5.67809 -4.47763 5.49879
H 7.24845 -3.75147 5.88369
H 7.18019 -5.40407 5.39110
H 5.42417 -2.44747 4.10913
H 6.62380 -2.06268 2.87522
H 7.07876 -1.98955 4.55953
```

Total charge: +1
2S+1: 1

Going through the records in order, we get HOMO level values of -10.4; -9.5 eV.
Going through the records in order, we get electronic energy values of -4978.0964; -3577.6288 a.u..